# C11H18N3P

C11H18N3P in the gas phase in a non-equilibrium geometry (wB97M-V/def2-TZVPD, the Open Molecules 2025 dataset).

XYZ file:
```
33
Properties=species:S:1:pos:R:3:forces:R:3:lowdin_charge:R:1
C 1.38086 -3.59154 1.91291 -0.96 -0.34 -0.98 -0.19
N 0.81442 -2.28053 1.69341 0.32 0.58 -1.02 -0.41
C 0.37655 -2.17152 0.28142 -0.79 -1.07 1.16 -0.14
P 1.52258 -0.87051 2.54736 -0.94 -1.51 0.39 0.80
N 1.04485 -1.56190 4.00301 -2.32 -0.55 -0.72 -0.19
N 0.14540 0.13352 2.46097 0.11 0.18 -0.84 -0.27
C 0.31129 1.55288 2.01138 0.62 -2.37 -1.73 -0.25
C 0.29015 1.48382 0.47254 1.57 0.72 -0.33 -0.14
C -0.70748 1.94694 -0.29630 1.30 -0.08 1.69 -0.08
C -0.85153 1.90284 -1.74664 -1.40 0.62 -0.40 -0.20
C 0.04447 1.19155 -2.55051 -2.70 0.82 -1.63 -0.03
C -0.21489 1.04269 -3.91013 -1.48 1.50 0.60 -0.06
C -1.28657 1.72007 -4.51388 0.95 -0.61 -1.44 -0.10
C -2.12693 2.41922 -3.72845 -2.52 2.51 1.08 -0.13
C -1.99418 2.53040 -2.35977 2.82 -1.38 0.87 -0.02
H 0.72073 -4.40542 1.61778 -0.75 0.20 0.02 0.08
H 2.25009 -3.86280 1.38377 1.54 0.40 -1.53 0.05
H 1.69061 -3.83032 2.86443 0.07 0.15 2.68 0.03
H -0.65362 -2.61664 0.24399 0.77 0.27 -0.29 0.09
H 0.28434 -1.14149 0.01441 0.06 0.65 -0.49 0.02
H 1.01384 -2.74319 -0.40789 0.02 0.38 0.04 0.08
H 0.02881 -1.39353 4.20808 1.46 -0.33 -0.48 0.07
H 1.53915 -1.45328 4.80701 1.98 0.45 2.54 -0.03
H -0.52600 -0.44509 1.95058 -0.41 0.80 0.10 0.07
H 1.40683 1.73408 2.27650 -1.81 0.87 0.32 0.10
H -0.56533 2.08465 2.42888 1.12 0.46 -0.05 0.11
H 1.28423 1.13248 0.05372 -1.39 -0.04 0.35 0.12
H -1.34555 2.46781 0.40372 -1.27 0.23 -0.82 0.10
H 0.82599 0.64917 -2.18713 2.06 -1.21 1.35 0.07
H 0.35210 0.39944 -4.48746 1.38 -1.02 -1.05 0.08
H -1.47457 1.79949 -5.60928 0.46 -0.63 0.92 0.12
H -2.96008 3.04831 -4.10788 0.61 -0.76 -0.33 0.12
H -2.62055 3.12839 -1.73054 -0.49 0.13 0.03 0.10
```
Positions in Å, forces in eV/Å.

Computed properties:
Energy above the lowest of the compared OMol25 structures with the same formula, charge and spin = 26.4 kcal/mol
SMILES = CN(C)P(N)NC/C=C/c1ccccc1
F_max = 3.7 eV/Å
DFT total energy = -935.4980 Eh

***

# C11H18NO2P2S2

A gas-phase ion, C11H18NO2P2S2 (charge +1) in a non-equilibrium geometry (wB97M-V/def2-TZVPD, the Open Molecules 2025 dataset).

XYZ file:
```
36
Properties=species:S:1:pos:R:3:forces:R:3:lowdin_charge:R:1
C -0.19536 3.56225 2.85490 0.56 -0.54 -0.45 -0.15
C 0.04484 3.87611 1.32131 0.91 0.42 1.05 -0.52
S -1.40429 3.59393 0.23145 -0.12 0.28 0.20 0.87
C -2.18497 1.96713 0.59832 -0.08 -0.65 -0.69 -0.41
C -1.43541 0.88064 -0.22600 0.60 -0.98 0.20 -0.14
C -1.51285 0.96274 -1.67709 0.19 -0.38 1.78 0.02
N -0.90040 0.04567 -2.47413 -0.02 0.06 1.50 0.07
C -0.15276 -1.01966 -1.99555 -0.06 -0.26 2.84 -0.34
P 0.60127 -2.13738 -3.28976 -0.03 0.62 -1.66 0.90
C 2.46201 -2.11278 -3.04097 -0.09 0.36 1.17 -0.29
C -0.09522 -3.87696 -3.22141 0.14 -0.28 -0.01 -0.28
C -0.02825 -1.17260 -0.54324 -1.10 1.79 -1.13 0.06
C -0.66004 -0.19931 0.37942 0.02 -0.87 -2.65 0.01
C -0.49081 -0.40685 1.89274 0.29 -0.72 0.58 -0.44
O -0.72604 0.38230 2.75807 -0.28 0.20 -1.02 0.11
O 0.04684 -1.66292 2.27247 1.14 2.15 -1.19 -0.27
P 1.33038 -1.51348 3.38274 -0.57 -2.11 2.98 0.35
S 0.92880 -2.62756 4.92863 0.32 0.47 -0.88 0.18
H -1.29754 3.49483 3.04971 1.13 0.06 0.12 0.07
H 0.29965 4.31073 3.53348 -0.70 -0.51 -0.86 0.08
H 0.32373 2.59007 3.07239 -0.90 0.80 0.01 0.05
H 0.98355 3.38509 0.93538 -1.10 0.26 0.34 0.08
H 0.26301 4.98105 1.25493 -0.59 -1.06 -0.40 0.08
H -2.31491 1.73172 1.67881 0.47 0.13 -0.90 0.09
H -3.22632 2.02752 0.16751 1.06 0.22 0.39 0.10
H -2.10237 1.80367 -2.11984 0.74 -1.03 0.15 0.16
H -1.01633 0.14414 -3.48764 0.25 -0.24 0.24 0.16
H 2.94511 -2.07282 -4.04487 -0.43 -0.30 0.83 0.04
H 2.69855 -1.13857 -2.52231 -0.19 -0.93 -0.56 0.05
H 2.85036 -2.93770 -2.38606 -0.27 0.68 -0.80 0.05
H -0.67611 -4.03053 -4.17074 0.46 0.31 1.00 0.04
H -0.76359 -4.06047 -2.34657 0.69 -0.02 -0.63 0.04
H 0.76252 -4.60596 -3.27124 -0.86 0.71 0.38 0.05
H 0.55511 -2.04990 -0.19215 -0.58 0.89 -0.08 0.13
H 1.50645 -0.19259 3.86859 -0.23 -0.02 -1.17 0.00
H 2.58139 -1.92155 2.82871 -0.76 0.50 -0.67 -0.01
```
Positions in Å, forces in eV/Å.

Computed properties:
SMILES = CCSCc1c[nH+]c(P(C)C)cc1C(=O)O[PH2]=S
Net charge = +1
F_max = 3.7 eV/Å
DFT total energy = -2113.9669 Eh

***

# C11H18NOSi

A gas-phase ion, C11H18NOSi (charge +1) in a non-equilibrium geometry (wB97M-V/def2-TZVPD, the Open Molecules 2025 dataset).

XYZ file:
```
32
Properties=species:S:1:pos:R:3:forces:R:3:lowdin_charge:R:1
C -1.62083 -1.10907 3.67868 0.73 0.54 1.53 -0.23
Si -0.40971 -0.05634 2.67073 -1.03 0.63 1.54 0.69
C -0.53117 1.77929 3.33730 0.52 -1.46 -3.23 -0.17
C -1.26570 -0.16297 0.89007 0.29 1.45 0.26 -0.36
C -1.14070 -1.50350 0.37192 -0.36 -3.18 0.61 -0.08
C -0.38645 -1.88263 -0.69143 0.36 0.61 0.62 -0.02
C 0.28639 -0.88322 -1.44244 1.97 3.60 -1.32 -0.11
C 1.06963 -1.12639 -2.54017 0.14 -0.67 0.35 -0.24
O 1.36701 -2.34086 -3.10155 1.11 0.79 0.22 0.07
N 1.95386 -0.09411 -3.20910 -1.87 1.03 -1.56 0.14
C 1.19676 1.26287 -3.21708 2.41 0.46 1.75 -0.08
C 0.93520 1.63595 -1.73620 0.90 1.36 0.64 -0.13
C 0.18747 0.55360 -0.97265 -1.72 0.32 -0.12 -0.15
C -0.67187 0.88115 0.03835 1.38 -2.45 -1.32 -0.04
H -1.32546 -0.99502 4.77035 -0.36 -0.03 -1.14 0.06
H -2.70442 -0.92465 3.63028 0.44 0.13 -0.25 0.05
H -1.42260 -2.14593 3.47424 -0.11 -0.63 -0.19 0.01
H 0.95133 -0.60253 2.86930 -0.02 -0.11 -0.53 0.00
H 0.36963 2.38136 3.21599 -0.11 -0.01 -0.52 0.03
H -1.35593 2.09613 2.66452 0.30 0.67 0.90 0.03
H -0.73032 1.81172 4.35472 -0.97 -0.13 1.81 0.00
H -2.24677 0.17308 1.27527 0.08 -0.55 -0.38 0.13
H -1.61140 -2.32539 1.00351 0.67 1.08 -0.90 0.14
H 0.10082 -2.80682 -0.96107 -1.23 -1.07 0.61 0.12
H 0.62615 -2.90460 -3.26560 -1.01 -0.34 -0.10 0.11
H 2.15914 -0.28396 -4.22044 -0.60 -0.66 1.03 0.20
H 2.87403 0.02533 -2.81936 0.41 -0.04 0.81 0.17
H 0.27511 1.11756 -3.69459 -1.27 -0.61 -0.66 0.12
H 1.74121 2.04367 -3.81725 -0.09 -0.93 0.85 0.15
H 0.40945 2.62239 -1.86826 -0.03 -1.01 0.72 0.14
H 1.82760 1.90922 -1.01206 -1.01 -0.53 -2.16 0.17
H -0.90748 1.85466 0.32404 0.06 1.75 0.14 0.10
```
Positions in Å, forces in eV/Å.

Computed properties:
Energy above the lowest of the compared OMol25 structures with the same formula, charge and spin = 29.7 kcal/mol
SMILES = C[SiH](C)[C@@H]1C=CC2=C(O)[NH2+]CCC2=C1
Net charge = +1
F_max = 4.3 eV/Å
DFT total energy = -849.1241 Eh